No. 1
Computed, not measured: 8 unconnected molecules or ions with the total composition C25H55Cl2O18P2 in a non-equilibrium geometry, with ωB97M-V/def2-TZVPD.

net charge	-1
ΔE to the lowest compared entry with this formula, charge and spin	31.59	kcal/mol

Last column: Löwdin charge in e.
Cartesian coordinates (Å):
C 3.890 -5.510 -0.881  0.016
C 2.988 2.306 -1.822  -0.235
O 0.086 1.812 3.557  -0.022
H 2.574 3.519 -0.053  0.057
C -4.803 6.064 -0.601  -0.567
H -0.892 3.476 4.111  0.119
O -5.257 4.967 -0.790  0.108
C 3.302 -2.549 2.753  -0.064
H 4.077 -3.078 3.305  0.076
H -1.479 -3.899 5.740  0.082
H -3.156 4.401 0.628  0.125
H 1.737 -2.900 1.250  0.101
C 3.487 0.067 -1.259  -0.511
H 0.965 -1.978 -6.752  0.088
H 4.396 -6.301 -0.331  0.079
H -3.305 0.654 2.011  0.092
P 1.680 -2.631 -3.698  0.393
H -0.820 3.477 1.532  0.052
H 2.097 2.647 -2.353  0.116
H -0.223 -2.171 -5.398  0.071
O 2.631 1.101 -1.165  -0.026
O 4.564 0.138 -1.796  0.079
C -5.368 -3.085 4.078  -0.113
H -1.354 1.423 0.566  0.049
C -0.008 3.807 2.184  -0.068
C 0.028 3.229 3.579  -0.212
O -3.604 6.325 -0.097  -0.008
C 3.375 3.338 -0.771  -0.056
H 2.074 -1.478 -1.201  0.065
C 2.458 -3.444 1.859  -0.207
H 3.667 4.282 -1.233  0.073
C 1.243 1.143 3.483  -0.527
H -2.892 -1.062 -5.007  0.015
O -2.166 -2.968 1.910  -0.188
C 2.977 -1.211 -0.651  0.024
C -1.280 -3.362 4.809  -0.111
H 3.744 -1.968 -0.746  0.091
C -0.555 1.022 -0.063  -0.034
C 1.067 -0.336 3.441  0.029
O 0.707 -3.345 -2.871  -0.186
P -3.044 -2.575 3.013  0.404
H -2.770 4.486 -1.878  0.080
H -0.229 -0.873 -2.861  0.074
H 0.923 0.492 -2.688  0.068
H 2.689 -1.955 3.432  0.022
H 3.786 2.217 -2.560  0.116
C -2.679 5.252 0.140  -0.213
H 0.130 -0.699 3.856  0.077
H -1.825 -0.054 2.463  0.070
C 0.517 -2.658 -6.027  -0.083
O 3.379 -4.203 1.072  -0.019
H -5.616 -3.991 4.635  0.084
H -1.510 5.697 -1.636  0.081
H 3.445 -5.832 -1.817  0.087
H 3.974 -1.853 -4.966  0.084
Cl -2.966 0.943 -3.730  0.505
H -2.977 -1.305 -3.236  0.021
H -6.255 -2.782 3.523  0.086
H -0.541 1.610 -0.989  0.058
C 4.289 -2.463 -4.111  -0.114
H -5.775 7.390 -1.919  0.090
H 2.715 -0.989 0.383  0.075
O -3.660 -1.101 2.937  -0.215
C -0.673 -0.472 -0.313  -0.768
O 3.217 -2.916 -3.309  -0.220
H -1.065 -4.105 4.041  0.087
H 1.096 -0.534 2.359  0.097
H 0.379 1.304 0.435  0.054
H -5.075 -2.299 4.769  0.079
Cl -5.088 -1.018 -4.267  0.507
O 2.305 1.693 3.293  0.092
H 0.861 3.632 4.158  0.121
C -2.854 0.065 2.811  -0.091
O 0.273 -1.185 0.107  -0.070
C 2.924 -4.713 -0.075  -0.569
H 4.898 -1.755 -3.543  0.078
H 3.821 -1.836 2.104  0.076
H 4.192 2.934 -0.169  0.084
O 1.805 -4.501 -0.438  0.122
H -0.011 0.245 -4.184  0.069
H 4.680 -4.828 -1.225  0.086
O 1.634 -1.045 -3.824  -0.217
O -1.743 -0.923 -0.792  -0.071
H 0.105 -3.504 -6.570  0.085
H -1.925 5.635 0.824  0.103
H -6.616 7.227 -0.429  0.085
O -2.405 -2.563 4.492  -0.227
H -0.396 -2.752 4.996  0.073
H 1.871 -0.830 3.981  0.061
H -2.812 0.644 3.733  0.086
C 0.517 -0.254 -3.368  -0.075
H 4.865 -3.302 -4.499  0.086
H -5.135 8.198 -0.445  0.079
O 1.628 -3.125 -5.232  -0.239
H -1.297 4.067 -1.058  0.066
H -0.041 4.898 2.193  0.076
C -5.612 7.305 -0.842  0.014
C -2.037 4.865 -1.164  -0.058
C -3.367 -0.745 -4.085  -1.042
H 1.922 -4.164 2.486  0.125
O -4.350 -3.506 3.157  -0.209
H 0.857 3.486 1.597  0.063

---

No. 2
Computed, not measured: 2 unconnected molecules or ions with the total composition C25H55FO2PS, with ωB97M-V/def2-TZVPD.

net charge	-1

Last column: Löwdin charge in e.
Cartesian coordinates (Å):
H 6.820 0.743 2.857  0.064
C 7.299 1.006 1.918  -0.102
P -10.048 -0.852 -1.305  0.329
H 6.283 2.389 0.652  0.099
C -3.714 -2.755 -1.099  -0.213
H 9.150 3.903 3.742  0.104
H 6.522 1.153 -2.527  0.102
C -7.694 -2.000 -0.085  -0.315
C -1.356 -2.659 -0.107  -0.218
H 0.472 -3.705 -0.267  0.101
H 4.348 0.739 -3.141  0.107
H -9.440 0.500 -1.431  -0.043
H -11.133 0.901 0.171  0.070
H -9.584 -1.899 0.877  0.049
C -11.429 -0.093 -0.169  -0.360
H -7.887 -2.684 -0.911  0.078
C -12.799 1.195 -1.834  -0.088
H -2.079 -1.614 -1.895  0.105
C 11.073 4.635 4.480  -0.215
H 7.946 1.853 2.105  0.035
H -10.857 -0.584 -2.512  -0.066
H 5.094 -1.421 -2.383  0.115
H -4.236 -2.467 -2.008  0.107
O 11.384 1.631 2.576  -0.322
H -3.402 -3.790 -1.259  0.106
C -0.191 -3.161 -0.939  -0.213
H -13.683 1.096 -2.463  0.066
C -8.975 -1.252 0.245  -0.410
H 3.669 1.152 -1.612  0.111
S 10.866 2.964 2.411  0.650
H 2.377 -3.286 -1.594  0.110
C 11.743 5.285 3.261  -0.223
H -12.878 2.138 -1.303  0.071
H -13.015 -0.895 -1.335  0.121
H -2.687 -1.014 -0.403  0.092
C 2.129 -2.241 -1.419  -0.226
H -1.821 -3.523 0.368  0.101
H -5.535 -1.371 1.486  0.108
H -11.935 1.194 -2.488  0.050
H -6.811 -0.068 -0.129  0.097
F -13.776 0.312 0.105  -0.107
H -10.725 -2.168 -1.161  -0.032
C 10.148 3.528 3.960  -0.222
H 7.929 0.165 1.636  0.073
H 10.518 5.362 5.071  0.113
C 0.636 -2.045 -1.597  -0.222
H 10.086 2.685 4.643  0.103
H -0.551 -3.875 -1.677  0.113
H 11.838 4.202 5.128  0.116
H 5.670 2.228 -1.462  0.098
H 13.089 3.635 2.821  0.107
C 5.838 1.177 -1.684  -0.196
C 4.472 0.580 -2.071  -0.214
C -2.439 -1.936 -0.922  -0.209
C 4.299 -0.911 -1.841  -0.217
H -5.402 -3.502 0.041  0.105
H 4.396 -1.178 -0.795  0.093
H -11.597 -0.749 0.683  0.063
H 0.342 -1.063 -1.236  0.117
H -9.016 -1.430 -2.180  -0.065
H 12.567 5.935 3.550  0.113
H 7.599 0.658 -0.607  0.107
H 3.134 -2.035 -3.270  0.107
H -7.457 -2.628 0.780  0.090
H -4.019 -3.035 0.972  0.102
H 2.360 -0.566 -2.767  0.101
H 0.460 -2.089 -2.670  0.110
H 5.275 1.039 1.252  0.103
O 9.961 3.294 1.339  -0.323
C 2.955 -1.401 -2.407  -0.204
H -6.285 -1.046 -1.446  0.103
H -8.762 -0.353 0.829  0.064
C 12.222 4.131 2.386  -0.233
C -5.257 -1.393 0.433  -0.223
C -6.507 -1.081 -0.382  -0.224
H -1.023 -2.015 0.702  0.108
H 2.428 -2.031 -0.394  0.108
C 6.242 1.323 0.845  -0.249
C -12.744 0.049 -0.862  -0.481
H 6.326 -0.481 -0.306  0.099
H -4.552 -0.574 0.299  0.092
H 12.430 4.418 1.358  0.107
C -4.631 -2.742 0.115  -0.214
H 11.014 5.887 2.715  0.119
C 6.524 0.577 -0.453  -0.231

---

No. 3
Computed, not measured: a molecular structure, C25H55NO2Si2Y in a non-equilibrium geometry, with ωB97M-V/def2-TZVPD.

net charge	+1
ΔE to the lowest compared entry with this formula, charge and spin	23.04	kcal/mol

Last column: Löwdin charge in e.
Cartesian coordinates (Å):
H 2.544 1.016 4.542  0.108
H -1.600 1.781 -6.020  0.077
H 3.547 -1.278 5.067  0.106
H 3.167 2.511 -2.560  0.006
C 0.246 -2.269 -4.154  -0.219
C 4.485 -0.726 -2.246  -0.194
H -4.467 -0.903 1.382  0.046
H 4.329 -0.484 -3.306  0.010
C -1.787 -0.875 -4.443  -0.191
H 1.875 1.712 -7.296  0.082
C 1.992 0.404 -5.584  -0.150
C 1.032 1.710 2.426  -0.144
H -0.377 2.059 -3.861  0.123
O -0.489 -1.054 -3.764  -0.179
C 0.161 2.076 -4.813  -0.145
C 2.730 -2.174 3.265  -0.095
Si 3.540 0.481 -1.164  0.379
C -0.430 -3.494 -3.634  -0.045
C 1.324 -0.754 1.907  -0.213
C 3.759 2.273 -1.667  -0.192
C -1.730 -1.075 -5.926  -0.056
H -4.667 -1.872 -1.681  0.040
H 1.438 -0.980 -1.530  -0.016
C 4.268 0.317 0.554  -0.176
H 2.840 0.269 -7.547  0.097
H 4.821 2.443 -1.890  0.035
H -0.446 3.115 0.649  0.089
H 4.038 1.163 1.216  0.031
H 5.553 -0.676 -1.988  0.032
H -1.596 -2.127 -6.177  0.087
H -1.095 3.455 -5.879  0.099
C -1.028 2.766 1.516  -0.083
H -3.348 1.828 -2.265  0.026
H 0.145 -4.380 -3.916  0.100
C -2.937 1.695 -1.251  -0.201
H -4.354 -0.608 -2.901  0.009
C -1.949 -1.199 -0.405  -0.397
C 2.956 -1.122 4.154  -0.088
C -4.228 0.115 1.040  -0.188
H 1.211 -2.107 -3.677  0.119
C 1.708 0.103 -1.340  -0.392
Si -3.397 -0.051 -0.643  0.362
H 0.331 -2.320 -5.249  0.121
H -5.160 0.691 0.945  0.038
C 2.427 0.151 3.884  -0.047
H -1.931 -2.064 -1.088  -0.032
H 1.780 -2.805 1.399  0.093
H -1.803 -1.581 0.662  -0.004
H -1.765 -0.042 2.527  0.065
C 1.644 0.335 2.717  -0.319
H -2.057 2.575 1.184  0.069
H -1.978 1.471 3.418  0.099
H 1.540 2.264 1.608  0.118
O 0.685 0.702 -4.976  -0.154
H -0.570 0.395 3.787  0.104
N -0.409 1.519 2.001  -0.399
C 1.943 0.652 -7.060  -0.052
H -0.509 -3.452 -2.546  0.084
C -0.724 2.432 -5.965  -0.047
H 4.124 -1.749 -2.069  0.032
H 1.101 0.138 -7.531  0.087
H -1.867 1.970 -1.336  -0.005
H -0.955 -0.481 -6.425  0.068
H 2.735 1.016 -5.069  0.131
H -1.424 -3.579 -4.070  0.083
Y -0.100 0.145 0.116  1.330
C -4.639 -0.784 -1.852  -0.184
H 3.171 -3.168 3.458  0.105
H -3.609 0.582 1.818  -0.002
H 3.926 -0.579 1.085  0.017
H -5.641 -0.368 -1.661  0.040
H -1.035 3.557 2.290  0.109
H -2.682 -0.748 -6.348  0.103
H 1.070 0.668 -2.082  -0.042
C 1.925 -1.983 2.118  -0.144
H -2.507 -1.524 -3.934  0.118
H 1.036 2.724 -4.749  0.137
H 0.195 -0.080 -4.320  0.087
H -0.184 2.364 -6.910  0.078
H 1.056 2.403 3.291  0.133
C -1.222 0.794 2.999  -0.057
H -2.051 0.148 -4.187  0.114
H 5.363 0.250 0.437  0.040
H 2.186 -0.648 -5.364  0.125
H 3.459 2.956 -0.860  0.028
H -3.419 2.459 -0.620  0.033

---

No. 4
Computed, not measured: a molecular structure, C25H55NO2Si2Y in a non-equilibrium geometry, with ωB97M-V/def2-TZVPD.

net charge	+1
ΔE to the lowest compared entry with this formula, charge and spin	79.92	kcal/mol

Last column: Löwdin charge in e.
Cartesian coordinates (Å):
H -0.429 2.048 -3.905  0.127
H 4.326 -0.477 -3.254  0.004
Y 0.000 0.000 0.000  1.163
H 3.467 2.939 -0.862  0.024
C 0.166 1.987 -4.814  -0.150
H -1.080 3.430 -5.842  0.096
Si 3.426 0.478 -1.123  0.438
H -2.420 -1.505 -4.023  0.112
H -0.228 2.354 -6.936  0.074
C -0.737 2.405 -5.977  -0.030
H 1.078 0.133 -7.548  0.083
H 4.805 2.403 -1.864  0.039
H -0.505 -3.497 -2.559  0.077
H -4.342 -0.605 -2.853  0.008
C 1.948 -1.936 2.069  -0.140
H 2.149 -0.685 -5.379  0.127
H 3.513 -1.253 5.028  0.098
H -3.543 0.551 1.767  -0.008
C 4.246 0.295 0.550  -0.172
H 0.159 -4.347 -3.943  0.090
H 2.544 0.982 4.584  0.106
C 2.716 -2.142 3.226  -0.090
H 1.007 2.402 3.245  0.142
H 1.771 -2.746 1.374  0.082
C 1.906 0.361 -5.550  -0.158
H -3.415 2.481 -0.611  0.035
H 1.864 1.691 -7.268  0.079
H -2.056 0.184 -4.245  0.111
H 1.583 2.150 1.552  0.125
H -2.050 2.493 1.143  0.068
H -1.704 -0.094 2.484  0.066
H 2.686 0.946 -5.071  0.132
H -5.582 -0.375 -1.641  0.036
H -4.440 -0.913 1.381  0.047
H -1.428 -3.605 -4.059  0.076
C -1.193 0.776 2.924  -0.058
N -0.367 1.445 1.881  -0.367
H -2.720 -0.736 -6.377  0.096
H -0.459 3.120 0.574  0.098
O -0.433 -0.959 -3.743  -0.169
C -1.005 2.691 1.440  -0.088
H 0.995 2.685 -4.694  0.141
H -5.099 0.664 0.972  0.040
H 3.185 2.514 -2.540  0.004
H 0.881 0.775 -1.604  -0.040
C 4.418 -0.700 -2.196  -0.197
C -1.766 -1.042 -0.539  -0.391
H -1.914 1.467 3.415  0.108
H -3.328 1.888 -2.262  0.031
H 5.479 -0.643 -1.955  0.029
H -1.682 -1.228 0.522  -0.046
H 3.143 -3.115 3.428  0.095
Si -3.347 0.006 -0.646  0.408
H 1.269 -2.175 -3.778  0.119
C 1.579 0.003 -1.302  -0.365
H -4.643 -1.860 -1.651  0.037
H 4.100 -1.729 -2.044  0.027
C -4.180 0.082 1.024  -0.177
H 3.945 -0.602 1.081  0.016
H 0.343 -0.004 -4.215  0.040
H -0.989 -0.491 -6.510  0.055
H 4.049 1.160 1.178  0.028
C 1.634 0.380 2.719  -0.318
C -0.428 -3.478 -3.645  -0.032
C 3.749 2.244 -1.651  -0.181
C -1.694 -0.820 -4.450  -0.187
O 0.639 0.647 -4.963  -0.095
H -1.035 3.436 2.265  0.110
H -1.889 1.902 -1.262  -0.011
H -0.603 0.329 3.752  0.108
C -1.756 -1.054 -5.981  -0.043
H 1.323 -1.023 -1.064  -0.017
C 1.406 -0.673 1.832  -0.203
H -1.974 -2.034 -0.933  -0.003
H 2.834 0.250 -7.505  0.096
H -1.634 -2.105 -6.240  0.081
C 1.916 0.625 -7.056  -0.034
C 0.994 1.699 2.382  -0.175
C -2.961 1.725 -1.250  -0.187
H -1.620 1.772 -6.037  0.071
H 0.379 -2.218 -5.214  0.112
C 2.929 -1.090 4.132  -0.078
C 0.243 -2.179 -4.134  -0.221
C 2.384 0.173 3.883  -0.046
C -4.586 -0.784 -1.807  -0.178
H 5.328 0.248 0.435  0.039

---

E
In order: -107301.3742 -53751.0985 -49193.1884 -49190.7221
Unit: eV